Here is a molecular structure, C10H25MgO7S3 from OMol25. Energies are from ωB97M-V with the def2-TZVPD basis set.

Structure (XYZ):
```
46
Properties=species:S:1:pos:R:3:mulliken_charge:R:1
Mg -0.778 -1.380 1.316 0.824
O 0.755 -1.052 0.395 -0.633
H 1.681 -1.364 0.431 0.065
C 2.119 -0.756 -3.349 -1.637
C 0.954 0.182 -3.177 1.070
C 1.411 1.275 -2.241 0.319
O 0.575 2.318 -2.712 -0.307
C 0.161 1.979 -3.905 0.622
O -0.814 2.545 -4.481 -0.609
O 0.745 0.880 -4.365 -0.353
H 2.153 -1.453 -4.187 0.372
H 2.403 -1.299 -2.448 0.326
H 3.057 -0.207 -3.419 0.417
H 0.017 -0.342 -2.990 -0.109
H 2.469 1.472 -2.414 0.483
H 1.335 1.024 -1.183 -0.589
C -0.983 2.564 0.311 -0.238
S -0.733 1.882 1.947 0.330
O -1.093 0.383 1.990 -0.467
C 1.066 2.037 1.885 -0.561
H -0.688 1.902 -0.502 -0.401
H -0.587 3.572 0.183 0.461
H -2.054 2.704 0.165 0.310
H 1.426 1.636 2.833 0.303
H 1.357 3.085 1.818 0.428
H 1.345 1.521 0.966 -0.042
C 0.910 -2.331 5.497 -0.875
S 1.080 -2.572 3.768 0.491
O 0.111 -1.633 3.122 -0.263
C 2.700 -1.881 3.327 -0.554
H 0.365 -1.412 5.711 0.302
H 1.913 -2.117 5.866 0.341
H 0.505 -3.242 5.938 0.313
H 3.257 -2.547 2.668 0.340
H 3.337 -1.530 4.139 0.364
H 2.408 -1.059 2.674 -0.069
C -3.417 0.869 -1.821 -0.975
S -2.373 -0.589 -1.578 0.606
O -2.089 -0.528 -0.057 -0.416
C -3.614 -1.905 -1.619 -1.214
H -2.704 1.608 -2.186 0.263
H -3.751 1.339 -0.896 0.333
H -4.321 0.788 -2.424 0.478
H -3.283 -2.901 -1.322 0.375
H -3.912 -1.958 -2.666 0.427
H -4.423 -1.508 -1.007 0.349
```

The calculation puts the energy above the lowest of the compared OMol25 structures with the same formula, charge and spin at 0.0 kJ/mol. Its orbital gap is 9.27 eV. Its charge is +1. Its HOMO energy is -12.126 eV. The largest force on an atom is 7.37 eV Å⁻¹.



Here is 6 unconnected molecules or ions with the total composition C43H77ClN2O22P2 from OMol25. Energies are from ωB97M-V with the def2-TZVPD basis set.

Structure (XYZ):
```
147
Properties=species:S:1:pos:R:3:mulliken_charge:R:1
C -2.785 -5.810 -1.768 -0.653
C -2.576 -4.475 -2.024 -0.969
C -1.180 -3.879 -1.977 -0.660
C -0.801 -3.334 -0.552 0.310
O -0.559 -1.971 -0.690 -0.030
C -0.354 -1.154 0.464 0.900
C 1.168 -1.080 0.741 -1.881
C 1.710 0.220 1.345 0.038
C 3.239 0.210 1.115 -0.504
Cl 4.138 1.079 2.373 -0.219
C -1.090 -1.571 1.741 -1.007
O -0.509 -0.958 2.874 0.263
C -0.700 -1.706 4.051 -0.766
C 0.128 -1.050 5.155 -0.502
C 1.582 -1.567 5.058 -1.032
C -0.943 0.193 -0.013 -0.311
C -0.178 0.753 -1.223 -0.523
C -0.938 0.690 -2.542 -0.052
O -1.671 -0.233 -2.815 -0.498
N -0.695 1.743 -3.497 0.082
C 0.709 1.717 -3.908 -0.833
C -1.099 3.063 -3.021 -0.898
O -1.127 1.117 1.036 -0.499
C -2.108 2.095 0.767 1.356
C -3.465 1.814 1.385 -0.961
C -4.259 0.682 0.720 -0.542
C -5.776 0.822 0.903 1.761
C -6.408 -0.589 0.732 -1.593
C -6.392 1.755 -0.166 -1.765
P -1.485 3.664 1.527 0.725
O -1.893 3.814 2.924 -0.802
O 0.124 3.672 1.431 -0.509
O -2.060 4.892 0.645 -0.554
P 0.641 -4.360 0.012 -0.097
N 2.024 -3.929 -0.631 -0.607
H -3.129 -6.503 -2.529 0.289
H -2.553 -6.212 -0.781 0.262
H -3.409 -3.802 -2.217 0.446
H -0.494 -4.661 -2.280 0.716
H -1.184 -3.032 -2.658 0.139
H -1.659 -3.592 0.080 0.649
H 1.681 -1.274 -0.201 0.528
H 1.433 -1.881 1.434 0.735
H 1.335 1.130 0.892 0.043
H 1.574 0.220 2.421 -0.016
H 3.596 -0.809 0.991 0.371
H 3.429 0.692 0.155 0.291
H -2.130 -1.228 1.683 -0.482
H -1.127 -2.648 1.929 0.882
H -1.762 -1.738 4.323 0.254
H -0.330 -2.735 3.943 0.398
H 0.133 0.023 4.969 0.194
H -0.306 -1.273 6.127 0.520
H 1.764 -1.919 4.042 0.142
H 1.685 -2.441 5.701 0.369
H 2.315 -0.803 5.297 0.340
H -1.934 -0.078 -0.390 0.450
H 0.069 1.793 -0.998 0.140
H 0.771 0.243 -1.378 0.461
H 0.993 2.700 -4.278 0.450
H 0.874 0.986 -4.690 0.260
H 1.397 1.476 -3.090 0.259
H -0.343 3.468 -2.323 0.305
H -2.060 3.004 -2.516 0.277
H -1.123 3.763 -3.852 0.381
H -2.230 2.306 -0.302 -0.030
H -4.055 2.732 1.279 0.599
H -3.371 1.634 2.454 0.163
H -3.943 -0.271 1.143 -0.460
H -4.046 0.624 -0.352 0.196
H -5.983 1.199 1.904 -0.071
H -6.932 -0.684 -0.217 0.414
H -7.103 -0.764 1.550 0.369
H -5.666 -1.387 0.761 0.305
H -5.727 1.866 -1.021 0.312
H -7.340 1.364 -0.526 0.554
H -6.628 2.723 0.279 0.339
H 0.413 3.755 0.513 0.314
H -1.334 5.381 0.243 0.342
H 0.292 -5.681 -0.335 0.204
H 0.674 -4.337 1.428 0.018
H 2.367 -4.717 -1.172 0.214
C 4.078 -4.078 -4.747 -1.138
C 3.567 -2.812 -4.079 0.780
C 2.174 -2.385 -4.473 -0.534
O 2.230 -0.961 -4.294 -0.167
C 3.516 -0.581 -4.472 0.606
O 3.876 0.545 -4.596 -0.575
O 4.336 -1.657 -4.492 -0.294
H 4.917 -3.865 -5.405 0.036
H 4.421 -4.795 -4.003 0.326
H 3.302 -4.578 -5.327 0.421
H 3.652 -2.892 -2.993 0.191
H 1.404 -2.818 -3.837 0.020
H 1.937 -2.593 -5.519 0.349
C -6.246 1.965 5.485 -1.080
C -7.168 0.757 5.436 0.496
C -6.782 -0.390 6.339 -0.578
O -7.313 -1.525 5.638 -0.370
C -7.345 -1.207 4.321 0.591
O -7.529 -1.977 3.436 -0.525
O -7.124 0.117 4.144 -0.255
H -5.730 2.107 4.536 0.185
H -6.819 2.867 5.690 0.258
H -5.502 1.878 6.278 0.340
H -8.201 1.060 5.616 0.278
H -7.219 -0.315 7.331 0.308
H -5.700 -0.515 6.429 0.332
C -3.118 4.337 9.983 -1.292
C -4.152 4.581 8.895 0.621
C -4.953 5.854 9.039 -0.652
O -6.187 5.515 8.392 -0.315
C -6.344 4.175 8.501 0.615
O -7.349 3.592 8.251 -0.531
O -5.202 3.589 8.933 -0.376
H -3.379 3.466 10.581 0.335
H -2.137 4.156 9.546 0.308
H -3.015 5.198 10.644 0.360
H -3.687 4.523 7.908 0.268
H -4.490 6.707 8.548 0.314
H -5.166 6.108 10.080 0.356
C 7.473 -0.232 -8.219 -1.109
C 6.574 -1.449 -8.381 0.616
C 6.801 -2.557 -7.381 0.009
O 6.398 -3.722 -8.110 -0.346
C 6.590 -3.458 -9.431 0.550
O 6.546 -4.271 -10.291 -0.524
O 6.840 -2.139 -9.620 -0.401
H 8.144 -0.128 -9.069 0.398
H 6.878 0.678 -8.154 0.278
H 8.071 -0.284 -7.308 0.176
H 5.524 -1.147 -8.395 0.193
H 6.200 -2.442 -6.482 -0.095
H 7.852 -2.668 -7.101 0.272
C 7.043 0.471 -4.299 -0.994
C 8.483 0.745 -3.892 0.508
C 8.768 2.155 -3.433 -0.583
O 10.150 2.315 -3.776 -0.348
C 10.408 1.494 -4.826 0.543
O 11.394 1.526 -5.483 -0.522
O 9.376 0.634 -5.020 -0.302
H 6.969 0.254 -5.362 0.007
H 6.653 -0.390 -3.759 0.258
H 6.382 1.306 -4.071 0.396
H 8.813 0.019 -3.145 0.305
H 8.624 2.293 -2.364 0.333
H 8.187 2.904 -3.976 0.363
```

Its orbital gap is 8.05 eV. Its charge is 0. Its HOMO energy is -8.335 eV. The largest force on an atom is 2.39 eV Å⁻¹.



Here is a molecular structure, C3H3MgNaO2 from OMol25. Energies are from ωB97M-V with the def2-TZVPD basis set.

Structure (XYZ):
```
10
Properties=species:S:1:pos:R:3:mulliken_charge:R:1
H -2.384 -0.507 -1.250 0.373
O 0.752 0.122 -0.163 -0.618
C -0.321 -0.648 -0.333 0.674
C -0.345 -1.967 -0.613 -0.946
C -1.395 -0.013 -1.210 0.121
O -1.242 1.126 -1.632 -0.650
Na 0.587 2.270 -1.110 0.985
Mg 2.536 -0.342 0.495 0.513
H 0.536 -2.603 -0.505 0.240
H -1.242 -2.344 -0.042 0.309
```

The calculation puts the energy above the lowest of the compared OMol25 structures with the same formula, charge and spin at 0.0 kJ/mol. Its orbital gap (spin up / spin down) is 7.18 / 7.84 eV. Its charge is +1. Its spin multiplicity is 2. Its HOMO energy (spin up / spin down) is -11.291 / -12.877 eV. The largest force on an atom is 3.64 eV Å⁻¹.